## A
111
Properties=species:S:1:pos:R:3 method="wB97M-V/def2-TZVPD" homo_ha=-0.455 lumo_ev=-6.6 gap_ev=5.822 total_charge=+2
H 2.5682 -4.5762 4.3028
H 7.7758 -1.7653 1.5845
C -0.8570 -0.9600 -5.7317
H 4.4672 5.1716 -1.6396
C -1.3188 -0.9516 -4.4131
H -2.4679 -5.5826 0.2252
C -3.2073 -0.0186 2.5302
H 1.8935 3.0328 3.7418
O 2.0985 -0.1507 0.1476
C 1.5102 -3.0951 3.1784
C -1.2833 3.0917 2.6965
C 4.7862 -0.4167 2.4266
H -0.0436 3.5711 0.1497
C -1.6669 -0.5032 -6.7420
H -5.5757 0.6954 4.8453
H -3.8935 1.6153 -1.1952
C 2.4267 -1.5687 -0.0887
H -2.2307 3.5917 2.8379
O 0.0323 -2.9573 -3.4453
C 2.5748 -3.9505 3.4213
Te -0.4204 1.7160 -1.8071
C 4.1066 4.2940 -1.1203
H 4.1778 -0.2882 3.3108
C -2.0889 -4.6076 -0.0321
H 0.1328 -1.3348 -5.9623
C 2.2878 0.9068 2.3080
Cl 0.1771 -3.0579 4.2731
C 0.1016 3.5826 -0.9234
O 1.2238 -1.9589 -0.6454
S -2.3158 -3.9816 -1.6310
C 6.4006 -0.8440 0.2175
C -6.0043 -0.9832 -1.6157
C 1.0222 1.7153 2.3069
H 2.9803 1.4047 2.9809
C 0.9952 2.7845 3.1950
H -2.3722 2.1016 -0.0307
O -1.7190 -0.3011 0.6190
H -4.0601 -0.6814 6.2390
H -1.4603 -1.2139 2.8858
C 1.5116 -2.2740 2.0579
C 2.9989 0.7072 0.9803
C 0.7141 2.1799 -3.5367
N -0.0535 1.3555 1.5737
C -4.0336 -0.0787 0.1404
H 1.6056 2.7158 -3.2426
H 1.1477 3.7829 -1.1482
C 6.0138 -1.0450 2.5739
C 3.2854 2.0263 -1.1705
H -6.7791 -1.3264 -2.2883
H -6.1521 -2.6864 -0.3171
C 4.3492 0.0080 1.1738
C -2.4910 1.8025 1.0101
C -4.3658 0.5180 3.0917
H -4.4322 -1.8808 1.2414
H 3.6244 3.1388 2.0090
C -1.2089 2.0556 1.7798
H -5.6483 0.8356 -2.6937
C 6.8206 -1.2710 1.4696
H 4.3148 5.1583 0.8322
C -0.1686 3.4857 3.4065
N -1.0933 -2.5932 0.0797
O 0.8889 -0.6675 -3.0754
C 2.5885 -2.3461 1.1779
C 3.7460 3.1598 -1.8308
C -2.3617 -0.7926 3.3063
H 3.0067 1.1479 -1.7418
H -2.9613 -0.5057 -3.0996
H 4.4689 -3.2536 0.6950
C -4.6710 0.2819 4.4202
H -5.0449 1.1031 2.4815
C -3.4168 -0.0502 -5.1361
C -1.4091 -3.7457 0.7550
H 2.0872 -0.0627 2.7576
H 6.3341 -1.3643 3.5567
C 5.1843 -0.1951 0.0753
H 0.0586 2.8198 -4.1247
C -4.6823 -1.2913 0.3680
C -1.4878 -2.5754 -1.1637
C -4.3756 0.6706 -0.9801
C 3.6412 -3.2111 1.3915
H -0.2123 4.3052 4.1111
O 0.4914 -1.3973 1.8169
C -2.9187 0.3445 1.0851
H -3.2702 2.4352 1.4289
H -4.7203 0.6562 -7.2949
H -1.1459 -3.8732 1.7933
H -4.4190 0.2923 -4.9107
H 7.0296 -0.9972 -0.6492
W -0.0493 -0.7068 0.0940
C 4.0241 4.2848 0.2641
C -3.8217 -0.4936 5.2009
C 3.6358 -4.0021 2.5304
H -2.0127 -1.6321 5.2488
H 0.9367 1.2615 -4.0631
H -1.3097 -0.5110 -7.7639
H 4.8953 0.1626 -0.9044
C -5.6539 -1.7453 -0.5089
Cl 4.9627 -5.0522 2.8455
H 3.8462 3.1488 -2.9087
C -5.3679 0.2263 -1.8443
C 3.6101 3.1408 0.9272
H -0.5362 4.3370 -1.3789
N -3.7639 0.4084 -7.4685
H 3.2516 -1.6459 -0.7931
H -3.4733 0.3359 -8.4262
N -1.0721 -1.4001 -1.7599
C -2.6008 -0.5017 -4.1196
C -2.9684 -0.0417 -6.4664
C -2.6743 -1.0285 4.6418
C 3.2344 2.0014 0.2193
S -0.2344 -1.5746 -3.2021

***

## B
111
Properties=species:S:1:pos:R:3 method="wB97M-V/def2-TZVPD" homo_ha=-0.461 lumo_ev=-6.5 gap_ev=6.052 total_charge=+2
C 3.0990 1.6350 0.6327
H 3.3165 7.3898 -1.0998
H 3.4403 -0.4747 -3.2144
H -5.1203 5.7557 0.6368
S -2.1889 2.6308 -1.6066
H 0.4845 3.0260 -5.0641
H -4.6705 3.8509 -0.8617
H -2.4270 -0.1506 3.6078
C -3.6086 -5.0613 1.1670
C 1.7844 -4.4610 -2.4417
C 1.9551 4.2878 -1.0674
N -1.9545 0.6162 1.6801
H 3.1191 4.5591 2.0959
C 1.3857 -1.7255 -1.6511
C 1.7066 -3.7444 -3.7377
Cl -2.6591 -4.1919 -5.1835
H -4.4598 -5.6869 1.4009
C -0.0293 2.8349 2.3781
C -1.8025 -1.7071 -4.6681
C 1.3207 2.5830 2.1741
C -2.8137 0.3171 2.7133
C 0.3102 2.9082 4.7555
H 5.2234 -2.1258 2.2037
H 2.8160 -0.4061 -4.8856
H 2.1551 -4.2751 -4.5692
H -2.5108 -1.5855 -5.4798
H -0.5979 -5.2430 -0.3504
C -1.7193 5.9334 0.5395
H 2.3992 -2.0714 -1.8251
C -2.5241 -5.5907 0.4852
H -1.5901 3.1959 3.7988
H -2.5423 7.8845 2.0570
C 1.2722 -4.1354 -1.2470
W -0.0923 0.4028 -0.3378
C -1.7947 -3.0919 -4.1481
H 5.1415 0.2736 1.5299
C 2.2293 3.9166 0.2436
C -0.1784 -2.5740 0.3578
C 3.0538 0.1718 -3.9979
O -0.9034 2.7504 -2.2601
H 2.1017 5.8102 -2.5709
H 3.9548 2.1661 1.0422
H -2.4846 -1.8978 1.5523
O -0.8626 0.0410 -2.0536
C 2.9016 4.8151 1.0675
C 4.2881 -1.6522 1.9337
C -0.1568 -0.4239 -3.2208
C -2.5355 4.1180 -0.7983
C -4.1002 5.4952 0.3804
H 3.7981 0.9290 -4.2383
C 2.1641 2.4906 3.2784
C -1.3929 -3.4648 0.5826
H -4.2261 7.5860 1.9387
O -0.6343 -1.2061 0.2425
C -1.1415 -0.5796 -4.3509
C 0.4904 -2.8672 -1.0089
H -1.3296 -1.9641 -1.7225
H 1.4910 -4.7764 -0.3999
O 1.4597 -0.4192 -1.1329
S -4.2793 1.4330 0.9653
H 2.2424 2.7439 -5.2337
H -4.4398 -3.2967 2.0646
C 0.4987 -1.7549 -2.9056
Te 1.3480 1.2238 -3.2874
N -1.8199 1.5559 -0.3587
C 0.6639 -2.5673 1.6358
C 4.2401 -0.3241 1.5707
C 3.2948 6.0539 0.5822
H -0.4568 4.6243 -0.5782
H -0.0756 3.0497 5.7568
H 2.3450 -5.3874 -2.4868
H 2.3344 2.6098 5.4072
C 3.1062 -2.3661 1.9135
H 1.1351 -2.1732 -5.0115
N -3.2866 7.2760 1.7686
C 1.6626 2.6599 4.5599
C -1.4219 -4.7995 0.1894
C -1.4709 4.8720 -0.2946
H 1.4083 3.6189 -1.7144
H -2.5299 -6.6294 0.1806
H -0.6821 2.9758 1.5264
C -3.5943 -3.7260 1.5427
C -4.0977 0.6889 2.5120
O -3.2945 2.1666 -2.3756
N 1.8611 -0.4103 1.2955
H 3.2961 1.5184 -0.4375
C -2.4913 -2.9370 1.2560
C 2.3373 5.5338 -1.5503
Cl -1.6204 0.8860 -5.1372
H 3.8226 6.7368 1.2351
H 3.2215 2.2878 3.1555
C -3.8525 4.4306 -0.4520
C -3.0415 6.2597 0.9048
C 1.2639 2.2736 -5.1326
C -2.6043 1.1959 0.7076
H 0.9161 -3.5914 1.9014
C 1.8680 2.5215 0.7538
C -0.5620 -2.6029 -2.1390
C 1.9152 -1.7264 1.6086
H -0.8945 6.5232 0.9230
H 3.0945 -3.4219 2.1492
O 0.8719 1.9321 -0.1227
C 3.0132 6.4199 -0.7274
H -0.0059 -2.1834 2.4084
C -0.5354 2.9910 3.6601
C -1.2704 -3.5665 -3.0188
H -4.9391 0.5831 3.1784
H 1.0752 1.6002 -5.9617
C 1.1592 -2.5534 -3.9963
H -1.3939 -4.6079 -2.7486
C 3.0271 0.2538 1.2247

***

What is the stability order? It is A, B, from most stable to least stable.

***

## A
29
Properties=species:S:1:pos:R:3 method="wB97M-V/def2-TZVPD" homo_ha=-0.420 lumo_ev=-2.9 gap_ev=8.563 total_charge=+1
C 0.7130 0.9934 1.6173
C -0.3042 -0.2052 1.6995
H -1.6096 1.9805 0.5726
C -0.2594 -1.5699 -0.3353
H 1.2483 0.3014 -0.2682
H -0.0023 -2.6999 -2.0025
O 2.7003 -1.3902 0.2612
H 3.5095 -1.7693 -0.1023
H 1.3974 1.6788 -3.0079
H 0.6951 1.8567 -0.3067
H 0.4681 1.9379 2.1250
H -1.0185 -0.0085 2.4917
N 1.2279 1.1979 0.2303
H -3.2229 1.9173 -0.3010
H 1.5692 0.9122 2.2916
H 2.1687 1.5790 0.2507
H 0.7300 -1.8999 -0.0597
H -2.9356 -0.6556 0.5382
C -0.8573 -0.5554 0.3519
H -1.5648 -2.0371 -1.8609
H -3.0679 1.3972 1.3225
N -0.7049 -2.3040 -1.4071
H 0.1423 -1.0940 2.1402
H 0.1512 1.5821 -2.0543
C -2.5151 1.4260 0.3624
C -2.1833 -0.0130 -0.0164
O 1.0429 1.9422 -2.1451
H -2.5148 -0.2319 -1.0469
H 2.2673 -2.1306 0.6995

***

## B
29
Properties=species:S:1:pos:R:3 method="wB97M-V/def2-TZVPD" homo_ha=-0.484 lumo_ev=-2.7 gap_ev=10.498 total_charge=+1
N 1.5249 -0.4299 -1.8267
H -1.1080 -3.8479 0.4813
C -2.3073 1.4627 1.8664
C -1.0854 1.4434 -0.2436
H 0.8951 -1.2493 -0.2466
H -0.7836 -1.2126 0.0006
C 0.2628 0.7671 0.0927
C -2.1998 0.9103 0.6867
H -1.2349 1.3503 -1.2777
H 0.1792 -0.9791 1.2897
H 0.5680 1.2114 1.0722
H 0.4861 -0.2487 4.5036
H -2.8620 1.2857 2.7883
O 0.4541 -0.3908 3.4681
C 1.5058 0.8664 -1.1364
H 2.3279 1.1982 -0.5061
C 2.4712 -0.4345 -3.0063
H 2.6837 -1.3982 -3.3113
H 1.9883 0.0365 -3.9009
H 1.0911 1.7352 -1.7551
H -2.7796 0.1204 0.2887
O -1.2716 -2.9471 0.1766
H -0.8481 2.4456 -0.0104
H -0.1517 0.4405 3.3235
H 0.6634 -0.6710 -2.2817
H -2.2217 -3.3026 0.0686
N 0.1085 -0.7914 0.2461
H 3.3998 0.1149 -2.7448
H -1.7563 2.5146 1.8945

***

What is the stability order? It is A, B, from most stable to least stable.

***

## A
62
Properties=species:S:1:pos:R:3 method="wB97M-V/def2-TZVPD" homo_ha=-0.273 lumo_ev=1.5 gap_ev=8.945 total_charge=-1
H 1.3766 -4.1298 0.6483
H 1.7408 -0.0309 4.5539
H -3.0756 1.3670 -3.2443
H 0.4444 -4.6815 3.1696
O -3.6650 -1.8571 2.2087
O -0.7956 1.9783 -1.5380
O -2.4315 -1.8859 -3.3020
H -2.9700 0.1615 -2.4519
O -0.5541 1.7059 3.9164
H -2.3733 4.6388 -2.0881
H 0.8401 4.6309 0.4382
O 0.2757 4.0362 -3.2356
H 3.0911 1.0821 -2.8751
H 0.6732 -1.0799 4.8200
O -2.4516 -4.5628 0.3965
H -0.5505 -0.2164 -3.7244
H -2.7795 -2.4008 -2.5451
H -0.1282 4.1205 -2.3410
H 2.7816 2.6948 3.4511
H -0.4499 -2.1220 0.1622
H 1.5280 -1.4862 -1.6386
O 2.7398 3.6342 3.6783
H -2.7248 -1.8869 1.8876
H 4.9507 0.2040 -2.8042
H 0.3779 3.0694 -3.1444
H 1.7611 0.0742 1.1572
O 2.2004 1.2323 -2.5355
O 2.4104 -1.4353 -1.1396
O 1.1544 -4.1206 -0.2961
O 1.3421 4.4752 1.2392
H 2.7802 3.9332 2.7502
H -0.7712 -2.2866 -1.4270
H -1.5850 -4.3204 0.0028
O 0.7178 -4.7827 2.2450
H -4.1828 -1.3759 1.5584
H -0.2751 1.1743 -1.6441
H 0.7421 4.1712 1.9351
O 0.1830 -0.6477 -3.2820
H -0.4151 -1.6529 2.1013
H -2.6167 3.4729 -1.2392
O 1.7473 0.8808 1.6860
H 0.8571 -3.1949 -0.4350
O -1.4888 0.5106 1.7859
H -1.6553 1.0800 1.0383
H -3.1377 -1.8576 -3.9583
H 2.1188 1.3796 0.9283
H 2.0929 -1.1618 -0.2770
O -2.8675 4.4044 -1.2862
H -2.3052 -3.8264 1.0528
O -1.0412 -1.8779 1.4042
H -1.4369 2.0957 4.1005
O -2.8170 1.1100 -2.3323
H 1.4605 0.8851 -3.0559
H -1.5556 1.7415 -0.9901
H -0.7210 1.1656 3.1040
O 5.2100 0.5607 -1.9213
H -1.4914 -0.4803 1.4542
H -0.1313 -1.1456 -2.4998
O 1.4724 -0.9255 4.2793
H 5.0565 -0.2731 -1.4548
H 1.4274 -4.0938 2.4128
O -0.1098 -1.8714 -0.8594

***

## B
62
Properties=species:S:1:pos:R:3 method="wB97M-V/def2-TZVPD" homo_ha=-0.279 lumo_ev=2.0 gap_ev=9.654 total_charge=-1
H 2.8406 2.7042 0.3770
H -3.5951 0.2855 0.5327
H 2.4251 -1.6944 0.7831
H 3.6526 -1.4117 -0.9670
H -3.2042 1.1109 -0.7428
O -3.2892 3.2536 1.3683
H -2.6246 -2.7525 1.3259
O 0.4989 -1.8268 -0.9295
H 1.0866 2.0329 4.1709
O -1.9721 -4.3261 -1.6922
O 1.7774 -3.5144 3.4657
H 2.1186 2.9362 1.6177
O -4.2811 -1.4184 -3.1548
H 0.6779 -0.5427 3.4807
O 2.0816 2.9173 0.7027
H 0.2590 3.5575 1.3207
H -1.9250 1.6060 -2.7126
O 1.3290 -2.7541 -4.2816
H 1.9421 -2.5124 -3.4564
O -1.4741 0.7700 1.3146
H 0.5224 -3.0753 -3.8847
H -0.6911 0.3959 0.7601
H -1.4807 0.3624 -3.3247
H -0.2773 -1.3346 4.5817
H 4.7742 -2.0698 -1.8275
O -3.4881 -2.5291 0.9566
O -0.6072 3.8368 1.2207
H -3.8045 2.7761 0.9495
H 0.3113 -2.0962 0.0641
O -1.6723 3.5295 -1.4787
H -3.3262 -3.0563 0.0571
H -1.5055 2.6333 -1.2570
H -3.6513 -0.7613 -3.3766
H 1.6178 2.5785 -4.5112
O 1.5850 2.9110 4.1963
H -0.0624 -0.9277 1.3926
H -0.9261 3.9839 -1.2106
O 2.2272 0.4922 2.2623
H -1.1482 3.2345 1.5698
O 1.3490 1.6710 -4.1745
H 1.8774 0.8279 1.4535
H 1.7228 -3.1495 2.6129
H 2.5452 2.5929 4.1955
H 1.7615 0.0250 -1.1861
H -3.7707 -2.1632 -3.5770
O -2.2164 0.8726 -3.2190
H 2.6543 0.2007 -2.2868
H -1.5432 -4.3213 -0.6742
O -3.8756 0.5188 -0.4696
O 4.0348 -1.4077 -1.8230
H 1.7654 -2.7154 3.8280
O 3.3272 -1.7868 1.0345
H 1.6943 -0.3467 2.0751
O 0.7528 -1.2620 1.6327
H -1.2308 0.7973 2.2504
O 2.0159 0.8322 -1.7466
H -2.8559 4.0265 0.9432
H 3.5108 -1.2186 1.6963
H 1.1221 -1.0823 -0.8033
H -1.8698 -3.4366 -1.8967
O -0.1284 -0.4731 4.1626
H 0.6363 1.6939 -3.6903

***

What is the stability order? It is A, B, from most stable to least stable.